Computed, not measured: one molecule with the formula C20H18N4O4S2 at a distorted geometry, with ωB97M-V/def2-TZVPD.

Geometry as XYZ:
```
48
C20H18N4O4S2 ωB97M-V/def2-TZVPD
C -2.8920 3.5453 1.2508
H -3.9002 3.8902 1.5008
O -2.8681 2.1616 1.0008
C -3.6070 1.6622 -0.0326
C -4.3980 2.4112 -0.8881
C -5.1007 1.7886 -1.9098
C -5.0178 0.4216 -2.0844
C -4.2325 -0.3419 -1.2350
C -3.5275 0.2658 -0.2096
N -2.7219 -0.4275 0.7038
C -2.3701 -1.7240 0.6915
O -2.6919 -2.5597 -0.1288
C -1.4283 -2.0794 1.8609
N -0.0911 -1.5737 1.5985
C 0.8094 -2.2815 0.8700
N 2.0173 -1.8638 0.6318
C 2.3661 -0.6650 1.1309
C 1.5073 0.1388 1.8523
C 0.1701 -0.2731 2.1050
O -0.7106 0.3467 2.6727
S 2.2833 1.6302 2.3084
C 3.7734 1.1092 1.5083
S 5.1541 1.9724 1.4424
N 3.6041 -0.1306 0.9601
C 4.6353 -0.7812 0.1784
C 4.7332 -0.1760 -1.1855
C 3.7737 0.1050 -2.1144
C 4.4491 0.7049 -3.2046
C 5.7626 0.7405 -2.8533
O 5.9416 0.2125 -1.6337
H 6.6323 1.1021 -3.3642
H 4.0129 1.0575 -4.1162
H 2.7243 -0.0938 -2.0323
H 5.5970 -0.6596 0.6844
H 4.3574 -1.8374 0.1245
C 0.4235 -3.6030 0.3031
H -0.5190 -3.5365 -0.2369
H 1.2111 -3.9293 -0.3689
H 0.3147 -4.3421 1.0965
H -1.7807 -1.6011 2.7788
H -1.4042 -3.1607 1.9877
H -2.3333 0.1691 1.4339
H -4.1619 -1.4090 -1.3625
H -5.5641 -0.0597 -2.8804
H -5.7128 2.3861 -2.5682
H -4.4737 3.4803 -0.7686
H -2.2346 3.6939 2.1057
H -2.5120 4.1140 0.3963
```

HOMO-LUMO gap   8.21 eV
ΔE to the lowest compared entry with this formula, charge and spin   8.8 kcal per mole
E_LUMO   0.1 eV
Maximum force   1.5 eV/Å
Structure (SMILES)   COc1ccccc1NC(=O)Cn1c(C)nc2c(sc(=S)n2Cc2ccco2)c1=O